Formula: C40H36GaNO2P2
Source: the OMol25 dataset
Level of theory: ωB97M-V with the def2-TZVPD basis set

Structure (ORCA input):
```
! wB97M-V def2-TZVPD RIJCOSX def2/J DEFGRID3
* xyz 2 1
C 0.7261 -1.1659 -4.1004
C -0.3203 -1.6388 -3.2896
C -1.6220 -1.7237 -3.8095
C -1.8590 -1.4148 -5.1431
C -0.8093 -0.9902 -5.9587
C 0.4756 -0.8420 -5.4320
P -0.0265 -1.9715 -1.5193
C -1.3422 -3.1374 -1.0347
C -2.4452 -2.6585 -0.3119
C -3.4624 -3.5355 0.0687
C -3.4125 -4.8735 -0.3309
C -2.3299 -5.3460 -1.0832
C -1.2795 -4.4879 -1.4147
Ga -0.0761 -0.0355 -0.2237
P 0.0401 1.9501 -1.4166
C -1.3256 1.9611 -2.6232
C -1.1236 2.2379 -3.9847
C -2.2116 2.2490 -4.8549
C -3.4834 1.8932 -4.3956
C -3.6757 1.5439 -3.0576
C -2.6045 1.6026 -2.1701
C -0.1520 3.4378 -0.3756
C 0.7031 3.5716 0.7302
C 0.4674 4.5696 1.6746
C -0.6017 5.4541 1.4990
C -1.4167 5.3645 0.3636
C -1.1869 4.3637 -0.5833
C 1.6097 2.2009 -2.3095
C 2.6514 1.2712 -2.1555
C 3.8698 1.4820 -2.8049
C 4.0633 2.6320 -3.5756
C 3.0293 3.5627 -3.7293
C 1.7994 3.3458 -3.1031
C 1.5684 -2.8547 -1.4591
C 2.0708 -3.5927 -2.5471
C 3.3206 -4.2111 -2.4514
C 4.0807 -4.0829 -1.2838
C 3.5829 -3.3515 -0.2018
C 2.3148 -2.7761 -0.2725
H 1.5347 2.8751 0.8540
H 1.1131 4.6521 2.5503
H -0.8070 6.2169 2.2511
H -2.2408 6.0662 0.2166
H -1.8167 4.2815 -1.4724
H -0.1175 2.4450 -4.3508
H -2.0527 2.5145 -5.9026
H -4.3218 1.8710 -5.0925
H -4.6551 1.2220 -2.7012
H -2.7503 1.3569 -1.1138
H 2.5041 0.3882 -1.5252
H 4.6693 0.7455 -2.7023
H 5.0250 2.8040 -4.0618
H 3.1705 4.4591 -4.3368
H 0.9827 4.0587 -3.2351
H 1.4906 -3.6797 -3.4680
H 3.6958 -4.7891 -3.2985
H 5.0602 -4.5599 -1.2190
H 4.1787 -3.2374 0.7046
H 1.8913 -2.2623 0.5968
H -2.5027 -1.5983 -0.0409
H -4.2935 -3.1642 0.6716
H -4.2200 -5.5546 -0.0576
H -2.2983 -6.3857 -1.4127
H -0.4161 -4.8500 -1.9746
H -2.4410 -2.0348 -3.1591
H -2.8695 -1.4869 -5.5440
H -0.9934 -0.7498 -7.0032
H 1.2811 -0.4630 -6.0649
H 1.7301 -1.0488 -3.6835
H -0.0050 0.2793 -8.4300
H 0.7110 0.1936 -8.2077
O -2.7065 1.3500 1.1423
C -2.0451 0.6937 1.9400
C -2.3304 0.3958 3.3976
C -1.5237 -0.8491 3.7083
C -0.5975 -1.0377 2.5165
O 0.2423 -1.9048 2.3195
N -0.9066 -0.0299 1.6056
H -1.9924 1.2299 4.0261
H -3.4048 0.2642 3.5333
H -0.9260 -0.7551 4.6226
H -2.1644 -1.7369 3.8091
*
```

---

Formula: C6H6O
Source: the OMol25 dataset
Level of theory: ωB97M-V with the def2-TZVPD basis set

Its SMILES is C#C[C@@]12CO[C@@H]1C2. The calculation puts the energy relative to the best compared isomer or geometry (same formula, charge and spin) at 106.08 kcal per mole.

Structure (ORCA input):
```
! wB97M-V def2-TZVPD RIJCOSX def2/J DEFGRID3
* xyz 0 1
C 2.7772 0.5114 -0.0091
C 1.5889 0.2966 -0.1171
C 0.1779 0.0150 -0.1387
C -0.9182 0.9980 -0.3996
C -1.1828 0.1984 0.8118
O -1.4772 -1.1450 0.6759
C -0.3952 -1.3872 -0.2454
H 3.8030 0.7125 0.2216
H -1.5351 1.0009 -1.2952
H -0.5919 1.9887 -0.0803
H -1.6991 0.6403 1.6657
H 0.2966 -2.1566 0.1110
H -0.8476 -1.6831 -1.1929
*
```

---

Formula: C52H40I2NOP3Zr
Source: the OMol25 dataset
Level of theory: ωB97M-V with the def2-TZVPD basis set

The calculation puts the energy relative to the best compared isomer or geometry (same formula, charge and spin) at 27.81 kcal per mole.

Structure (ORCA input):
```
! wB97M-V def2-TZVPD RIJCOSX def2/J DEFGRID3
* xyz 2 1
Zr -5.8007 -24.9507 2.3112
I -1.1600 -25.9883 4.3588
C -2.9024 -25.2768 5.3113
C -2.8846 -24.8341 6.6500
C -3.9481 -24.2232 7.2549
I -3.7615 -23.9943 9.3437
C -5.0234 -23.7785 6.4687
C -6.0709 -22.9603 6.8978
C -7.1235 -22.6542 6.0998
C -7.2677 -23.2681 4.8387
N -6.3122 -24.1048 4.3502
C -5.1729 -24.3431 5.1870
C -4.1341 -25.2642 4.6499
O -4.4565 -25.9881 3.5400
H -2.0974 -25.2920 7.2900
H -6.0909 -22.5681 7.9152
H -7.8400 -21.9391 6.3660
H -8.1067 -22.9979 4.1941
C -3.5757 -32.3132 1.2536
C -3.5517 -31.0632 0.6748
C -4.4159 -30.0666 1.1910
C -5.2293 -30.3482 2.2707
C -5.2115 -31.6368 2.8049
C -4.3163 -32.6006 2.3933
P -6.6852 -29.2701 2.7321
C -8.0917 -30.3433 2.3299
C -9.2604 -30.2887 3.1604
C -10.4792 -30.9343 2.8494
C -10.4592 -31.9034 1.8483
C -9.3428 -32.0744 1.0805
C -8.1711 -31.2464 1.2776
C -6.8964 -27.9540 1.4447
C -6.9129 -28.3875 0.0814
C -7.6293 -27.6411 -0.8604
C -8.3052 -26.4240 -0.4420
C -7.9759 -25.9308 0.8017
C -7.0881 -26.5944 1.6979
H -2.9344 -33.1422 0.9098
H -2.9261 -31.0109 -0.2061
H -4.3036 -29.0224 0.8118
H -5.9272 -31.9205 3.5583
H -4.3448 -33.5517 2.9267
H -9.1892 -29.6478 4.0181
H -11.4371 -30.8088 3.4338
H -11.3663 -32.4908 1.6475
H -9.3146 -32.8837 0.3246
H -7.3372 -31.4121 0.5725
H -6.4926 -29.3548 -0.1882
H -7.6188 -27.9917 -1.9017
H -9.0265 -25.9975 -1.0889
H -8.3068 -24.9644 1.2030
C -3.7520 -21.6179 1.9908
P -5.2427 -22.3233 1.1255
C -4.6061 -23.6400 0.0526
C -4.1255 -24.8560 0.6782
C -4.0785 -26.0303 -0.0617
C -4.4266 -26.0462 -1.4070
C -4.6018 -24.8209 -2.0608
C -4.5949 -23.6184 -1.3418
C -5.8784 -21.0448 0.0727
C -5.0299 -20.5505 -0.9205
C -5.6329 -20.0883 -2.0921
C -7.0355 -19.8878 -2.0881
C -7.8444 -20.1112 -0.9981
C -7.2597 -20.7752 0.0708
P -2.1425 -22.5402 1.8836
C -1.1691 -21.5807 3.1659
C 0.1392 -21.2152 2.9078
C 0.7828 -20.3279 3.7516
C 0.2041 -19.9362 4.9272
C -1.0974 -20.3950 5.2665
C -1.7511 -21.2731 4.4416
C -1.2809 -21.9365 0.4368
C -0.6734 -22.8514 -0.4532
C -0.0254 -22.4349 -1.5972
C -0.0807 -21.0920 -1.9766
C -0.5014 -20.1463 -1.0080
C -1.1320 -20.6031 0.1310
H -3.9687 -21.6647 3.0861
H -3.6415 -20.5116 1.9161
H -3.4056 -24.8012 1.5332
H -3.9090 -26.9748 0.4290
H -4.6989 -26.9859 -1.8862
H -4.6825 -24.7352 -3.1390
H -4.5513 -22.7053 -1.9328
H -3.9547 -20.7373 -0.8664
H -4.9913 -19.8662 -2.9568
H -7.5529 -19.4648 -2.9785
H -8.9535 -19.9841 -1.0221
H -7.7883 -21.1149 0.9369
H 0.7550 -21.6811 2.1469
H 1.7735 -20.0343 3.4488
H 0.7607 -19.3069 5.6524
H -1.4707 -20.2703 6.3487
H -2.7209 -21.6915 4.6635
H -0.7674 -23.9266 -0.1806
H 0.5617 -23.1885 -2.2374
H 0.2204 -20.8302 -2.9761
H -0.3732 -19.0547 -1.1677
H -1.4594 -19.8146 0.8171
*
```

---

Formula: C9H25NSi2
Source: the OMol25 dataset
Level of theory: ωB97M-V with the def2-TZVPD basis set

Its SMILES is CN(C[Si](C)(C)C)C[Si](C)(C)C. The calculation puts the energy relative to the best compared isomer or geometry (same formula, charge and spin) at 27.00 kcal per mole.

Structure (ORCA input):
```
! wB97M-V def2-TZVPD RIJCOSX def2/J DEFGRID3
* xyz 0 1
N 0.7826 -0.4160 -0.0181
C 1.9616 0.4021 -0.4581
C 0.2924 -1.5855 -3.8838
C -1.3897 0.4662 -2.0613
C -2.1587 -2.3041 -2.2637
C 1.7845 1.7264 3.0630
C -0.9867 0.7721 3.8557
C -0.4367 2.4369 1.1906
C 0.5707 -1.6731 -0.7866
C 0.5875 -0.5168 1.4239
Si -0.5947 -1.2250 -2.1986
Si 0.1671 1.1755 2.3663
H 2.9398 -0.0780 -0.3087
H 1.8620 1.3111 0.0884
H 1.9289 0.6358 -1.5547
H 1.3721 -1.5053 -3.8455
H 0.0378 -2.6702 -4.1758
H -0.0834 -0.9994 -4.6949
H -2.0990 0.6033 -2.8766
H -2.0842 0.7155 -1.1635
H -0.6810 1.3433 -2.2037
H -2.2034 -2.7946 -1.2674
H -2.1138 -3.1040 -2.9575
H -3.0092 -1.6520 -2.3533
H 2.1840 2.4892 2.3596
H 2.4618 0.8583 2.9330
H 1.8967 1.9551 4.1612
H -1.5654 1.6259 4.1035
H -1.8615 0.1202 3.6772
H -0.4420 0.4964 4.7675
H -0.4540 1.8921 0.1954
H 0.2974 3.3365 1.1458
H -1.4658 2.7309 1.5101
H 1.5797 -2.1210 -1.1039
H 0.0036 -2.3699 -0.1308
H -0.4410 -0.8918 1.6200
H 1.3599 -1.1862 1.8451
*
```

---

Formula: C7H3ClN3O2
Source: the OMol25 dataset
Level of theory: ωB97M-V with the def2-TZVPD basis set

The calculation puts the energy relative to the best compared isomer or geometry (same formula, charge and spin) at 53.90 kcal per mole.

Structure (ORCA input):
```
! wB97M-V def2-TZVPD RIJCOSX def2/J DEFGRID3
* xyz -1 1
C -2.1507 2.6868 -0.1086
C 2.3643 -0.0292 0.1641
C 1.5287 -1.1007 0.2085
C 0.6009 1.3798 -0.0741
C -0.3650 0.2987 0.0650
C -0.6296 -2.3126 -0.2777
C -1.6754 0.5142 0.0976
N -2.4899 3.7795 -0.1255
N 1.8727 1.2323 -0.0188
N 0.1966 -0.9801 0.1368
O -0.2252 -3.2704 0.3293
O -1.4446 -2.0639 -1.1262
Cl -3.0959 -0.2727 0.4277
H 3.4370 -0.1148 0.2376
H 1.8704 -2.1243 0.2887
H 0.2056 2.3772 -0.2244
*
```

---

no.,frontier orbital gap (eV),E_HOMO (eV)
1,7.1,-14.4046
2,9.6,-8.5575
3,5.5,-12.1067
4,8.7,-7.8918
5,7.1,-4.4095